Entry 1:
The following is a DFT calculation (wB97M-V/def2-TZVPD) of a structure of composition C39H89Cl3N14O4P4S in a non-equilibrium geometry.

XYZ file:
```
154
Properties=species:S:1:pos:R:3:lowdin_charge:R:1
C -3.58 -2.76 -6.54 -0.10
C -2.27 -2.61 -5.72 -0.24
C -1.15 -1.93 -6.55 -0.22
C -1.11 -0.42 -6.25 -0.20
C -0.70 -0.10 -4.79 -0.17
C 0.79 0.34 -4.74 -0.18
C 1.11 1.12 -3.47 -0.22
C 1.05 0.40 -2.31 0.04
C 1.37 1.07 -1.09 -0.35
N 1.35 0.47 0.11 -0.19
S 1.82 1.66 1.10 1.03
N 2.05 2.88 0.12 -0.21
C 1.74 2.46 -1.12 -0.28
C 1.77 3.23 -2.33 -0.19
C 2.16 4.66 -2.33 -0.63
Cl 3.37 5.15 -3.51 0.63
C 1.68 5.60 -1.51 -0.71
C 0.61 5.33 -0.48 -0.12
Cl 2.29 7.22 -1.60 0.67
C 1.45 2.52 -3.48 -0.50
Cl 1.42 3.28 -5.04 0.74
H -3.36 -2.75 -7.60 0.06
H -4.29 -1.96 -6.29 0.06
H -4.06 -3.70 -6.29 0.06
H -1.92 -3.61 -5.46 0.09
H -2.50 -2.03 -4.82 0.09
H -0.18 -2.43 -6.38 0.09
H -1.39 -2.02 -7.61 0.10
H -0.44 0.08 -6.96 0.10
H -2.11 -0.01 -6.39 0.11
H -1.32 0.73 -4.41 0.12
H -0.80 -0.98 -4.16 0.10
H 1.12 0.85 -5.64 0.07
H 1.38 -0.58 -4.65 0.12
H 0.78 -0.64 -2.29 0.13
H 0.11 6.28 -0.28 0.06
H 1.09 5.03 0.45 0.06
H -0.14 4.62 -0.82 0.08
O -4.16 5.60 1.05 -0.28
P -3.26 5.37 2.23 0.76
N -3.01 3.68 2.05 -0.31
C -2.80 2.73 3.11 -0.13
C -2.16 3.35 0.91 -0.14
N -4.47 5.75 3.46 -0.32
C -5.19 4.70 4.16 -0.15
C -5.47 6.72 3.00 -0.16
N -1.93 5.53 3.40 -0.30
C -2.10 5.58 4.84 -0.13
C -1.06 6.66 3.01 -0.14
H -1.79 2.80 3.56 0.08
H -2.92 1.71 2.73 0.07
H -3.53 2.82 3.91 0.05
H -1.10 3.60 1.12 0.06
H -2.47 3.88 0.02 0.07
H -2.22 2.28 0.68 0.08
H -5.62 3.96 3.47 0.09
H -6.00 5.13 4.75 0.08
H -4.57 4.18 4.89 0.05
H -6.24 6.26 2.37 0.08
H -5.01 7.52 2.42 0.07
H -5.96 7.18 3.86 0.08
H -2.74 6.39 5.18 0.09
H -1.12 5.71 5.30 0.07
H -2.46 4.63 5.24 0.07
H -1.55 7.63 3.14 0.08
H -0.78 6.57 1.95 0.06
H -0.13 6.65 3.58 0.07
O -2.95 -2.57 0.27 -0.28
P -2.11 -2.94 1.47 0.75
N -1.95 -4.62 1.16 -0.32
C -1.84 -5.67 2.15 -0.14
C -1.07 -4.91 0.04 -0.14
N -3.35 -2.58 2.67 -0.32
C -4.15 -3.64 3.26 -0.15
C -4.29 -1.53 2.24 -0.16
N -0.83 -2.90 2.69 -0.30
C -1.05 -2.94 4.12 -0.14
C 0.08 -1.77 2.38 -0.16
H -0.86 -5.69 2.64 0.08
H -2.00 -6.64 1.68 0.08
H -2.61 -5.60 2.92 0.05
H -0.01 -4.75 0.30 0.08
H -1.31 -4.27 -0.82 0.07
H -1.18 -5.94 -0.29 0.08
H -4.59 -4.31 2.51 0.09
H -4.97 -3.22 3.86 0.08
H -3.59 -4.24 3.98 0.05
H -5.05 -1.91 1.56 0.08
H -3.77 -0.71 1.75 0.06
H -4.79 -1.11 3.12 0.08
H -1.68 -2.12 4.49 0.09
H -0.08 -2.86 4.62 0.09
H -1.46 -3.89 4.45 0.06
H -0.42 -0.81 2.55 0.07
H 0.38 -1.82 1.33 0.06
H 0.99 -1.82 2.97 0.08
O 1.39 4.38 7.04 -0.28
P 2.73 4.46 6.35 0.75
N 2.36 3.51 4.97 -0.31
C 3.27 2.67 4.23 -0.15
C 1.47 4.20 4.03 -0.14
N 3.62 3.55 7.57 -0.32
C 3.92 2.14 7.38 -0.15
C 3.05 3.69 8.92 -0.16
N 4.22 5.11 5.66 -0.31
C 5.55 4.61 5.95 -0.14
C 4.23 6.59 5.85 -0.14
H 3.97 3.24 3.61 0.09
H 2.71 2.01 3.56 0.01
H 3.84 2.00 4.87 0.05
H 2.00 4.99 3.49 0.09
H 0.63 4.65 4.56 0.04
H 1.04 3.50 3.31 0.05
H 3.04 1.55 7.10 0.09
H 4.33 1.72 8.30 0.08
H 4.71 1.98 6.65 0.05
H 2.17 3.04 9.07 0.08
H 2.75 4.71 9.12 0.07
H 3.80 3.42 9.66 0.08
H 5.81 4.64 7.01 0.09
H 6.28 5.24 5.41 0.09
H 5.70 3.61 5.55 0.07
H 4.35 6.86 6.90 0.08
H 3.28 7.01 5.49 0.07
H 5.03 7.06 5.27 0.08
O 0.52 -5.27 -5.44 -0.28
P 1.50 -6.00 -6.34 0.78
N 0.26 -6.84 -7.21 -0.33
C 0.34 -8.18 -7.76 -0.15
C -0.48 -5.98 -8.12 -0.14
N 2.24 -6.97 -5.08 -0.32
C 1.77 -8.33 -4.81 -0.14
C 2.30 -6.28 -3.79 -0.16
N 2.70 -6.50 -7.56 -0.31
C 3.61 -7.62 -7.40 -0.14
C 3.50 -5.32 -7.96 -0.15
H 0.96 -8.23 -8.67 0.08
H -0.66 -8.53 -8.02 0.08
H 0.72 -8.90 -7.04 0.05
H 0.12 -5.73 -9.01 0.08
H -0.76 -5.05 -7.63 0.06
H -1.40 -6.46 -8.46 0.08
H 0.68 -8.38 -4.69 0.09
H 2.23 -8.70 -3.89 0.08
H 2.08 -9.04 -5.57 0.05
H 1.35 -6.30 -3.25 0.08
H 2.60 -5.24 -3.91 0.07
H 3.06 -6.76 -3.15 0.08
H 4.25 -7.55 -6.52 0.09
H 4.26 -7.66 -8.28 0.09
H 3.08 -8.57 -7.40 0.06
H 4.15 -4.97 -7.15 0.08
H 2.83 -4.49 -8.23 0.07
H 4.11 -5.53 -8.84 0.08
```

## Properties
HOMO energy = -8.2852 eV
largest force on an atom = 8.0 eV/Å
net charge = 0
frontier orbital gap = 7.3245 eV

=====

Entry 2:
The following is a DFT calculation (wB97M-V/def2-TZVPD) of a cluster of 3 separate species, C39H89N8O5P2 in total in a non-equilibrium geometry.

XYZ file:
```
143
Properties=species:S:1:pos:R:3:lowdin_charge:R:1
C 3.42 3.66 -2.28 0.04
C 2.26 3.60 -1.57 -0.11
C 0.82 3.46 -1.98 -0.14
C 0.58 1.95 -2.29 -0.25
C 1.70 1.11 -2.91 -0.19
C 1.20 -0.33 -3.13 -0.06
O -0.67 1.66 -2.91 -0.08
C -1.57 2.75 -2.98 -0.27
C -2.86 2.19 -3.56 -0.08
C -3.26 0.93 -2.80 -0.17
O -3.53 1.26 -1.44 -0.01
C -2.82 0.55 -0.52 -0.31
O -3.27 0.22 0.54 0.11
C -0.94 3.88 -3.80 -0.30
C -2.08 4.91 -4.02 -0.02
C -0.56 3.49 -5.26 -0.11
C 0.40 2.37 -5.68 -0.16
C 1.83 2.78 -6.08 -0.24
C 2.42 1.83 -7.13 -0.19
C 3.95 1.83 -7.18 -0.21
C 4.60 3.22 -6.99 -0.25
C 5.86 3.43 -7.87 -0.10
N 0.18 4.53 -2.91 -0.05
C 1.11 5.25 -3.87 -0.16
N 1.99 6.21 -3.25 0.07
C -0.43 5.56 -1.98 -0.11
C 0.41 6.01 -0.77 -0.17
C 0.07 7.47 -0.36 -0.18
C 1.32 8.37 -0.39 -0.20
C 2.37 7.93 0.65 -0.20
C 3.70 7.47 0.04 -0.27
C 4.76 8.57 -0.07 -0.10
H 4.14 2.85 -2.21 0.08
H 3.73 4.50 -2.89 0.05
H 2.39 3.57 -0.48 0.14
H 0.24 3.58 -1.07 0.13
H 0.51 1.50 -1.29 0.16
H 2.52 1.04 -2.20 0.11
H 2.07 1.53 -3.84 0.09
H 0.63 -0.62 -2.24 0.08
H 0.52 -0.41 -3.97 0.07
H 2.03 -1.02 -3.19 0.08
H -1.82 3.13 -1.98 0.16
H -3.69 2.88 -3.43 0.13
H -2.78 1.89 -4.61 0.13
H -4.19 0.56 -3.24 0.14
H -2.53 0.13 -2.90 0.13
H -1.78 0.36 -0.83 0.15
H -2.73 5.01 -3.15 0.10
H -1.71 5.89 -4.32 0.09
H -2.73 4.57 -4.83 0.10
H -0.33 4.36 -5.86 0.12
H -1.52 3.18 -5.66 0.11
H 0.38 1.48 -5.06 0.09
H 0.00 2.00 -6.63 0.12
H 1.72 3.76 -6.56 0.11
H 2.50 2.93 -5.23 0.08
H 2.03 0.82 -6.99 0.11
H 2.08 2.18 -8.10 0.12
H 4.35 1.14 -6.43 0.11
H 4.27 1.44 -8.16 0.10
H 3.89 4.01 -7.21 0.09
H 4.93 3.29 -5.96 0.09
H 6.01 2.59 -8.55 0.07
H 6.75 3.57 -7.26 0.07
H 5.76 4.33 -8.46 0.07
H 0.48 5.76 -4.60 0.13
H 1.73 4.50 -4.34 0.11
H 1.62 7.15 -3.32 0.09
H 2.87 6.22 -3.74 0.09
H -0.64 6.45 -2.56 0.12
H -1.34 5.16 -1.56 0.13
H 0.16 5.39 0.09 0.12
H 1.49 5.93 -0.90 0.08
H -0.70 7.90 -1.00 0.11
H -0.29 7.47 0.66 0.12
H 1.77 8.26 -1.38 0.09
H 1.03 9.41 -0.25 0.11
H 1.96 7.08 1.20 0.10
H 2.55 8.73 1.37 0.11
H 3.53 7.05 -0.96 0.08
H 4.11 6.66 0.64 0.10
H 4.64 9.18 -0.97 0.07
H 4.74 9.22 0.80 0.07
H 5.75 8.14 -0.12 0.07
O -0.54 -0.23 4.67 -0.29
P -1.41 -1.34 5.14 0.60
N -3.01 -0.95 4.69 -0.32
C -3.71 0.11 5.40 -0.11
C -3.11 -0.78 3.24 -0.16
N -1.20 -1.33 6.82 -0.31
C -2.28 -1.43 7.77 -0.14
C -0.08 -0.54 7.34 -0.13
N -1.54 -3.05 5.02 -0.29
C -0.32 -3.67 4.49 -0.12
C -2.72 -3.71 4.48 -0.12
H -4.69 0.24 4.94 0.08
H -3.18 1.07 5.37 0.09
H -3.89 -0.16 6.43 0.05
H -2.61 -1.60 2.73 0.07
H -2.65 0.16 2.91 0.07
H -4.15 -0.79 2.93 0.09
H -2.72 -0.45 7.99 0.07
H -1.91 -1.85 8.71 0.08
H -3.06 -2.10 7.41 0.08
H -0.32 0.52 7.43 0.08
H 0.79 -0.64 6.70 0.07
H 0.18 -0.92 8.33 0.08
H -0.19 -3.50 3.41 0.08
H -0.34 -4.75 4.67 0.07
H 0.56 -3.27 5.00 0.08
H -2.87 -3.56 3.41 0.07
H -3.62 -3.40 5.01 0.08
H -2.59 -4.79 4.65 0.06
O 0.21 -10.55 2.58 -0.28
P -0.94 -10.03 3.36 0.60
N -0.38 -9.70 4.94 -0.32
C -0.08 -10.82 5.82 -0.11
C 0.71 -8.74 4.91 -0.14
N -2.05 -11.31 3.32 -0.31
C -2.79 -11.77 4.48 -0.14
C -1.80 -12.38 2.37 -0.13
N -2.13 -8.79 3.27 -0.29
C -2.22 -8.18 1.93 -0.12
C -2.28 -7.78 4.30 -0.14
H 0.30 -10.42 6.76 0.08
H 0.66 -11.51 5.41 0.09
H -0.98 -11.38 6.07 0.05
H 0.46 -7.89 4.27 0.06
H 1.64 -9.18 4.54 0.09
H 0.88 -8.35 5.92 0.09
H -2.22 -12.51 5.06 0.07
H -3.72 -12.24 4.17 0.08
H -3.06 -10.94 5.14 0.08
H -1.07 -13.11 2.74 0.09
H -1.43 -11.99 1.43 0.07
H -2.74 -12.90 2.17 0.08
H -1.37 -7.52 1.72 0.08
H -3.13 -7.60 1.85 0.08
H -2.24 -8.96 1.17 0.08
H -1.44 -7.07 4.35 0.05
H -2.42 -8.23 5.28 0.08
H -3.19 -7.20 4.09 0.08
```

## Properties
HOMO energy = -9.3602 eV
largest force on an atom = 3.7 eV/Å
net charge = +1
frontier orbital gap = 6.1785 eV

=====

Question: Which of these has the lowest largest force on an atom?
Answer: C39H89N8O5P2

=====

Question: What is the HOMO energy in the first record?
Answer: -8.2852 eV

=====

Question: Among the records above, which one has the lowest frontier orbital gap?
Answer: C39H89N8O5P2

=====

Question: Which formula does entry 1 have?
Answer: C39H89Cl3N14O4P4S